# C3HCl2N2

An isolated ion of composition C3HCl2N2 and charge +1 in a non-equilibrium geometry (the ωB97M-V functional and the def2-TZVPD basis, the Open Molecules 2025 dataset).

```
8
Properties=species:S:1:pos:R:3:forces:R:3
C -1.969 -0.870 -1.209 1.51 -2.39 2.65
C -0.321 0.749 -1.471 1.44 1.58 1.28
C -0.043 -0.293 -0.412 -2.99 1.67 -2.41
N -2.436 -0.515 -2.203 -1.91 0.21 -1.68
N -1.031 -1.116 -0.282 -2.05 1.27 -1.20
Cl -1.225 2.206 -1.411 -0.07 -1.39 0.49
Cl 0.867 0.704 -2.617 0.88 -0.27 -0.59
H 0.859 -0.366 0.025 3.20 -0.68 1.46
```
Positions in Å, forces in eV/Å.

Properties
LUMO level (alpha / beta) (eV): -6.72 / -10.65
HOMO level (alpha / beta) (Eh): -0.5189 / -0.6148
2S+1: 3
Electronic energy (eV): -31137.45126
Total charge: +1
HOMO-LUMO gap (alpha / beta) (eV): 7.398 / 6.079

# C19H23N9O2Zr

C19H23N9O2Zr as an isolated structure in a non-equilibrium geometry (the ωB97M-V functional and the def2-TZVPD basis, the Open Molecules 2025 dataset).

```
54
Properties=species:S:1:pos:R:3:forces:R:3
Zr 0.250 -0.242 0.008 0.37 0.39 1.79
C -0.133 1.845 -2.215 0.00 -0.25 0.00
N -0.986 1.132 -1.197 -0.40 0.36 -0.36
C -2.025 0.289 -1.874 0.00 0.11 0.29
C -2.592 -0.715 -0.905 0.28 0.23 0.08
C -3.814 -1.300 -1.112 -0.35 -0.15 -0.03
C -4.272 -2.238 -0.196 -0.07 -0.07 0.03
C -3.481 -2.562 0.906 -0.26 -0.12 -0.03
C -2.269 -1.948 1.049 0.21 0.25 -0.15
N -1.809 -1.024 0.161 -0.41 0.05 -0.23
C -1.576 2.108 -0.218 0.39 -0.05 -0.03
C -0.491 2.566 0.739 0.13 -0.38 -0.08
C -0.535 3.784 1.371 0.02 0.35 0.09
C 0.518 4.149 2.203 0.00 0.10 0.05
C 1.604 3.285 2.373 -0.03 0.29 0.11
C 1.580 2.077 1.735 -0.29 -0.05 -0.32
N 0.538 1.695 0.946 0.03 0.95 0.21
C 1.034 0.983 -2.614 -0.17 0.07 0.25
C 1.502 0.897 -3.900 0.27 0.02 -0.20
C 2.687 0.199 -4.132 -0.01 0.02 -0.10
C 3.368 -0.380 -3.064 0.14 0.05 -0.26
C 2.818 -0.297 -1.813 -0.32 0.23 0.14
N 1.653 0.361 -1.573 0.01 -0.11 -0.54
H -0.730 2.146 -3.072 -0.14 0.01 -0.08
H 0.266 2.746 -1.759 -0.01 0.17 0.11
H -2.815 0.908 -2.290 -0.10 0.17 -0.09
H -1.551 -0.233 -2.703 0.13 -0.05 -0.19
H -4.410 -1.026 -1.975 -0.01 -0.01 0.05
H -5.239 -2.707 -0.334 0.01 -0.01 0.00
H -3.811 -3.284 1.643 -0.01 0.02 -0.04
H -1.633 -2.180 1.888 0.12 0.01 0.14
H -2.000 2.960 -0.740 -0.09 0.14 -0.15
H -2.381 1.627 0.327 -0.19 -0.13 0.08
H -1.365 4.461 1.196 0.07 -0.03 0.03
H 0.508 5.114 2.698 0.00 -0.04 -0.01
H 2.455 3.562 2.983 -0.04 0.02 -0.01
H 2.405 1.383 1.825 0.09 -0.06 -0.03
H 0.975 1.388 -4.709 0.04 -0.01 0.01
H 3.083 0.120 -5.138 -0.01 0.00 0.02
H 4.309 -0.895 -3.209 -0.03 0.02 -0.01
H 3.314 -0.743 -0.964 0.02 -0.14 0.16
N 0.529 -0.479 3.028 -0.10 -0.25 -0.17
N 1.095 -1.734 3.328 -0.01 0.00 0.00
C 1.377 -2.575 2.335 0.13 0.26 -0.21
N 1.888 -3.755 2.543 -0.03 -0.12 0.11
N 1.107 -2.027 1.092 -0.03 -0.82 -0.42
N 1.003 -2.810 -0.022 -0.06 -0.03 -0.30
O 0.564 -2.048 -0.987 0.77 -1.68 -0.04
O 1.242 -3.953 -0.154 -0.03 0.29 0.21
H 1.122 0.241 3.430 0.07 0.07 0.02
H -0.368 -0.418 3.502 -0.14 0.04 0.10
H 1.312 -1.970 4.289 0.00 -0.03 0.10
H 2.071 -4.094 3.484 -0.01 -0.02 -0.03
H 2.108 -4.385 1.785 0.04 -0.09 -0.07
```
Positions in Å, forces in eV/Å.

Properties
LUMO level (eV): -13.58
HOMO level (Eh): -0.7990
Electronic energy (eV): -38822.58705
Total charge: +4
HOMO-LUMO gap (eV): 8.159

# C4H3NS

C4H3NS as an isolated structure in a non-equilibrium geometry (the ωB97M-V functional and the def2-TZVPD basis, the Open Molecules 2025 dataset).

```
9
Properties=species:S:1:pos:R:3:forces:R:3
C -0.719 -1.694 -0.092 -0.32 -0.78 0.67
C 0.255 1.467 1.206 0.60 0.59 0.55
C 0.196 0.852 0.111 -0.55 -3.90 -2.71
C 0.200 -0.929 -0.805 1.12 5.59 -1.28
N -1.565 -2.227 0.468 -0.16 -0.31 0.19
S -0.129 2.593 -0.255 -0.03 -0.08 -0.17
H 0.582 1.680 2.199 -0.21 -0.21 0.28
H -0.090 -0.727 -1.875 -0.48 0.10 1.30
H 1.271 -1.014 -0.956 0.04 -1.01 1.16
```
Positions in Å, forces in eV/Å.

Properties
LUMO level (eV): -0.48
HOMO level (Eh): -0.2981
Electronic energy (eV): -16516.66649
HOMO-LUMO gap (eV): 7.629

# C28H58BrO9PSi2

C28H58BrO9PSi2 as an isolated structure in a non-equilibrium geometry (the ωB97M-V functional and the def2-TZVPD basis, the Open Molecules 2025 dataset).

```
99
Properties=species:S:1:pos:R:3:forces:R:3
C 5.116 -1.694 2.495 0.08 0.03 0.31
C 4.880 -0.745 3.664 -0.14 0.16 -0.56
C 3.429 -0.318 3.905 -0.08 -0.44 0.33
C 2.354 -1.402 3.668 -0.31 0.36 -0.02
Si 1.086 -0.920 2.380 0.64 -0.64 0.95
C 1.950 -0.960 0.693 -0.23 0.27 -0.47
C 1.258 -0.192 -0.383 -0.69 1.58 0.27
O 0.872 0.946 -0.308 0.58 -1.85 -0.32
Br 0.983 -1.216 -2.063 0.23 0.12 0.32
O -0.171 -1.990 2.532 -0.03 0.57 -1.07
Si -1.497 -1.930 1.491 -0.17 -0.46 1.06
C -2.433 -3.568 1.754 0.43 0.51 0.21
C -2.435 -3.895 3.215 -0.33 0.61 0.79
O -2.627 -3.067 4.087 0.12 -0.71 -0.72
P -2.954 -0.299 1.723 -0.83 0.23 -1.32
C -4.387 -0.772 2.782 0.97 0.40 0.39
C -2.216 1.268 2.325 0.44 -0.52 0.21
H 6.175 -1.723 2.280 0.24 -0.15 -0.08
H 4.787 -2.697 2.746 -0.09 -0.21 -0.10
H 4.636 -1.379 1.576 -0.14 0.10 -0.15
H 5.292 -1.209 4.554 0.01 -0.07 0.27
H 5.455 0.157 3.479 0.21 0.16 0.09
H 3.358 -0.024 4.948 -0.02 0.23 0.17
H 3.189 0.587 3.350 0.10 0.13 -0.30
H 1.764 -1.514 4.576 -0.14 -0.12 0.16
H 2.771 -2.384 3.476 0.13 -0.17 -0.13
H 0.684 0.468 2.668 -0.16 0.06 -0.18
H 2.883 -0.418 0.848 0.15 0.17 0.19
H 2.220 -1.954 0.364 -0.07 -0.25 0.02
H -1.002 -1.929 0.102 0.15 0.14 -0.01
H -1.998 -4.365 1.162 -0.04 -0.21 -0.11
H -3.458 -3.395 1.433 -0.23 -0.08 -0.12
H -2.272 -4.950 3.503 0.09 -0.03 -0.05
H -4.128 -0.688 3.831 -0.11 -0.18 0.26
H -5.176 -0.071 2.552 -0.25 0.08 -0.12
H -4.678 -1.787 2.554 -0.15 -0.20 -0.04
H -1.661 1.137 3.246 -0.03 0.12 0.30
H -2.965 2.040 2.439 -0.32 0.02 0.00
H -1.507 1.587 1.568 0.10 0.12 -0.19
C -7.518 3.023 0.893 0.18 -0.12 -0.08
C -6.951 2.916 2.283 -0.04 0.03 -0.07
O -5.968 2.254 2.522 0.09 -0.04 0.08
C -7.674 3.672 3.371 0.15 -0.10 0.15
H -6.911 2.434 0.209 0.02 0.01 0.00
H -8.539 2.642 0.884 -0.03 0.13 0.00
H -7.513 4.065 0.567 -0.12 0.01 0.04
H -8.703 3.319 3.445 -0.05 0.09 -0.08
H -7.679 4.740 3.144 -0.13 0.00 -0.04
H -7.170 3.512 4.322 0.01 -0.01 0.00
C -1.288 0.121 -4.443 -0.23 0.01 0.06
C -2.375 -0.411 -5.344 0.01 -0.01 -0.02
O -3.547 -0.254 -5.089 -0.04 0.01 0.00
C -1.922 -1.149 -6.581 -0.44 0.07 0.14
H -1.735 0.627 -3.590 0.01 -0.01 0.02
H -0.663 -0.697 -4.077 -0.07 0.16 -0.23
H -0.660 0.827 -4.990 0.10 -0.10 -0.01
H -1.326 -2.016 -6.303 0.18 0.07 -0.06
H -1.322 -0.495 -7.209 0.18 -0.07 0.03
H -2.796 -1.479 -7.140 0.00 0.00 0.00
C 9.031 1.244 0.392 -0.33 -0.08 -0.16
C 8.191 0.004 0.232 0.01 0.06 -0.04
O 7.058 -0.058 0.653 -0.03 0.03 -0.03
C 8.829 -1.167 -0.476 -0.20 -0.09 0.05
H 8.459 2.002 0.917 0.00 0.02 0.05
H 9.925 1.019 0.963 0.14 0.02 -0.05
H 9.316 1.625 -0.592 0.12 -0.06 0.02
H 9.721 -1.489 0.063 0.08 0.06 -0.08
H 9.112 -0.881 -1.490 0.13 0.01 0.03
H 8.123 -1.993 -0.524 -0.01 0.01 0.00
C 9.406 4.507 3.110 -0.08 -0.19 -0.07
C 10.642 3.649 2.988 0.00 0.05 0.03
O 10.578 2.497 2.631 0.10 0.04 0.13
C 11.960 4.298 3.334 0.07 -0.20 -0.07
H 8.530 3.925 2.836 0.00 -0.01 0.00
H 9.294 4.857 4.137 0.04 0.12 -0.03
H 9.484 5.370 2.447 0.03 0.08 0.10
H 11.948 4.640 4.370 -0.02 0.13 -0.03
H 12.139 5.154 2.680 -0.04 0.09 0.09
H 12.764 3.578 3.206 0.00 -0.01 0.00
C -12.659 1.259 1.767 0.15 0.14 0.08
C -11.409 0.778 1.070 -0.06 -0.05 -0.02
O -10.342 1.317 1.242 0.02 0.04 0.05
C -11.554 -0.407 0.148 0.21 0.04 -0.02
H -12.418 2.112 2.396 0.01 0.00 0.00
H -13.406 1.558 1.030 -0.07 -0.11 0.01
H -13.071 0.462 2.387 -0.09 -0.03 -0.09
H -12.257 -0.174 -0.653 -0.10 -0.07 0.06
H -11.922 -1.270 0.704 -0.12 0.01 -0.04
H -10.587 -0.649 -0.286 0.01 0.01 0.00
C -0.127 -4.150 -9.360 0.02 0.05 0.20
C 0.052 -2.655 -9.468 0.00 -0.03 -0.06
O 0.188 -1.962 -8.489 0.13 -0.02 -0.05
C 0.049 -2.067 -10.859 0.02 0.17 0.12
H -0.107 -4.443 -8.313 0.00 0.01 0.01
H -1.083 -4.445 -9.795 0.05 -0.04 -0.11
H 0.678 -4.662 -9.889 -0.08 -0.03 -0.10
H -0.900 -2.280 -11.354 0.05 -0.10 -0.07
H 0.861 -2.496 -11.448 -0.08 -0.08 -0.07
H 0.184 -0.990 -10.797 0.00 0.01 0.01
```
Positions in Å, forces in eV/Å.

Properties
LUMO level (eV): 0.70
HOMO level (Eh): -0.2623
Electronic energy (eV): -143492.80892
HOMO-LUMO gap (eV): 7.837

# C25H23N3O

An isolated molecule of C25H23N3O (the ωB97M-V functional and the def2-TZVPD basis, the Open Molecules 2025 dataset).

```
52
Properties=species:S:1:pos:R:3:forces:R:3
C 5.236 -4.372 -1.517 -0.05 0.02 0.00
C 4.408 -3.133 -1.372 0.01 0.05 0.01
C 5.010 -1.916 -1.084 -0.10 -0.02 0.00
C 4.265 -0.761 -0.946 -0.15 0.06 -0.02
C 2.884 -0.807 -1.099 0.18 -0.26 -0.06
C 2.270 -2.020 -1.384 -0.15 0.02 -0.01
C 3.018 -3.179 -1.521 0.18 0.16 0.06
C 2.328 -4.472 -1.828 0.02 0.03 0.01
H 2.521 -5.204 -1.044 -0.02 -0.11 0.02
H 1.255 -4.324 -1.909 -0.07 -0.04 -0.02
H 2.694 -4.888 -2.766 -0.01 -0.10 -0.06
H 1.200 -2.056 -1.502 -0.04 -0.01 -0.01
N 2.165 0.390 -0.935 0.31 0.22 0.10
C 0.842 0.621 -1.138 0.06 0.43 0.02
O 0.031 -0.188 -1.518 -0.10 -0.08 -0.01
C 0.461 2.082 -0.821 -0.04 -0.17 0.00
N -0.956 2.233 -0.697 -0.05 -0.15 0.26
C -1.783 2.951 -1.522 -0.76 0.20 -0.06
C -1.552 3.741 -2.635 0.20 0.00 -0.05
C -2.648 4.342 -3.220 0.07 0.05 -0.09
C -3.938 4.166 -2.713 -0.15 0.07 -0.06
C -4.178 3.382 -1.606 0.12 -0.05 0.04
C -3.088 2.764 -1.000 0.66 0.25 -0.47
N -3.032 1.949 0.090 0.05 -0.43 0.50
C -1.769 1.634 0.246 -0.58 0.52 -0.48
C -1.261 0.771 1.272 -0.02 -0.54 0.67
C -2.067 0.181 2.169 0.27 0.54 -0.62
C -1.654 -0.723 3.223 0.16 -0.40 0.46
C -0.399 -1.338 3.248 -0.12 0.07 -0.04
C -0.051 -2.191 4.276 0.10 -0.02 0.02
C -0.943 -2.450 5.304 -0.05 -0.01 0.06
C -2.195 -1.856 5.290 0.03 -0.10 0.14
C -2.548 -1.008 4.260 0.09 0.11 -0.22
H -3.525 -0.547 4.251 -0.10 0.04 -0.02
H -2.898 -2.060 6.085 -0.05 -0.01 0.05
H -0.667 -3.117 6.107 0.02 -0.05 0.06
H 0.922 -2.662 4.276 0.06 -0.03 -0.01
H 0.300 -1.165 2.444 0.07 0.01 -0.09
H -3.122 0.411 2.113 -0.12 0.04 -0.04
H -0.194 0.604 1.285 0.10 -0.09 0.10
H -5.172 3.242 -1.212 -0.12 -0.02 0.05
H -4.762 4.658 -3.208 -0.07 0.03 -0.03
H -2.507 4.964 -4.092 0.02 0.04 -0.06
H -0.560 3.884 -3.042 0.06 0.03 -0.05
H 0.806 2.716 -1.643 0.00 -0.05 0.14
H 0.959 2.406 0.102 0.01 -0.01 -0.18
H 2.739 1.178 -0.665 -0.22 -0.06 0.00
H 4.755 0.176 -0.720 0.05 0.10 0.02
H 6.082 -1.868 -0.965 0.10 -0.01 0.01
H 5.107 -4.805 -2.509 0.05 -0.11 -0.05
H 4.935 -5.123 -0.788 0.04 -0.12 0.02
H 6.290 -4.150 -1.371 0.07 -0.04 0.00
```
Positions in Å, forces in eV/Å.

Properties
LUMO level (eV): 0.05
HOMO level (Eh): -0.2808
Electronic energy (eV): -32817.30451
HOMO-LUMO gap (eV): 7.690

# C19H26CuGeN5O4

C19H26CuGeN5O4 as an isolated structure in a non-equilibrium geometry (the ωB97M-V functional and the def2-TZVPD basis, the Open Molecules 2025 dataset).

```
56
Properties=species:S:1:pos:R:3:forces:R:3
Cu 0.411 -0.451 -0.151 -0.86 0.10 0.15
O 1.495 3.672 -2.742 -0.06 -0.14 0.06
C 1.432 4.449 -1.645 -0.02 0.02 0.06
C 1.456 5.836 -1.816 0.00 -0.08 -0.03
C 1.392 6.675 -0.722 0.01 0.02 0.02
C 1.304 6.151 0.566 0.00 0.00 -0.02
C 1.286 4.778 0.735 -0.01 -0.03 0.00
C 1.349 3.906 -0.351 -0.01 0.08 0.02
C 1.349 2.425 -0.151 0.00 0.01 0.38
O 1.256 1.677 -1.165 -0.01 0.04 -0.33
N 1.512 2.017 1.112 0.11 -0.11 0.04
N 1.484 0.666 1.164 1.15 -0.07 0.09
C 2.105 0.037 2.103 -0.42 -0.07 -0.33
C 2.146 -1.438 1.985 -0.03 0.77 -0.03
C 2.755 -2.243 2.941 0.11 -0.20 0.18
C 2.807 -3.613 2.745 0.01 0.18 0.03
C 2.258 -4.145 1.585 -0.02 0.02 -0.04
C 1.671 -3.273 0.681 -0.08 -0.02 0.05
N 1.601 -1.959 0.874 0.01 -0.16 -0.04
H 1.397 2.740 -2.389 0.07 0.08 0.00
H 1.520 6.220 -2.826 0.00 0.02 0.01
H 1.408 7.749 -0.872 0.00 0.00 0.01
H 1.251 6.806 1.426 0.00 0.01 -0.01
H 1.225 4.337 1.721 0.01 0.00 0.00
H 2.634 0.560 2.902 -0.09 -0.10 -0.02
H 3.180 -1.788 3.828 -0.02 -0.01 -0.01
H 3.274 -4.250 3.486 -0.02 -0.02 -0.02
H 2.275 -5.208 1.383 0.02 0.00 0.00
H 1.224 -3.630 -0.241 0.00 0.00 0.01
C -1.383 -2.717 -4.954 0.03 -0.03 0.01
O -0.555 -2.739 -3.804 -0.01 0.04 0.06
C -0.507 -1.648 -2.987 -0.30 0.15 -0.12
O 0.157 -1.703 -1.981 0.53 -0.36 -0.14
N -1.226 -0.570 -3.368 0.10 -0.08 -0.03
N -1.273 0.607 -2.604 -0.10 0.07 -0.03
H -1.285 -3.697 -5.413 -0.01 0.00 0.00
H -1.053 -1.959 -5.670 -0.01 0.00 0.00
H -2.430 -2.553 -4.689 0.00 -0.01 -0.02
H -1.799 -0.580 -4.189 0.01 0.03 0.03
H -1.493 0.348 -1.626 0.04 0.04 -0.04
H -0.337 1.003 -2.559 -0.02 -0.02 0.02
C -2.144 -3.074 0.801 -0.08 -0.11 0.17
Ge -2.292 -1.273 1.589 -0.03 0.27 -0.27
C -4.231 -0.922 1.829 -0.02 -0.13 0.18
C -1.481 -1.357 3.393 -0.09 -0.15 0.03
C -1.437 0.011 0.455 0.18 -0.21 0.19
H -2.597 -3.834 1.445 0.01 0.00 -0.03
H -1.093 -3.325 0.655 0.00 0.01 -0.03
H -2.642 -3.103 -0.170 0.02 0.03 -0.02
H -4.711 -1.658 2.482 0.02 0.02 -0.02
H -4.737 -0.941 0.862 0.02 0.02 -0.02
H -4.368 0.068 2.268 -0.02 0.01 -0.02
H -2.035 -2.042 4.043 0.02 0.02 0.00
H -1.476 -0.368 3.852 0.01 0.02 -0.01
H -0.450 -1.708 3.322 0.00 0.03 -0.01
H -1.580 1.028 0.850 -0.12 -0.01 -0.11
```
Positions in Å, forces in eV/Å.

Properties
LUMO level (alpha / beta) (eV): 2.59 / 2.59
HOMO level (alpha / beta) (Eh): -0.1126 / -0.1148
2S+1: 2
Electronic energy (eV): -136919.82364
Total charge: -1
HOMO-LUMO gap (alpha / beta) (eV): 5.656 / 5.711

# C5H7O4Rh

C5H7O4Rh as an isolated structure in a non-equilibrium geometry (the ωB97M-V functional and the def2-TZVPD basis, the Open Molecules 2025 dataset).

```
17
Properties=species:S:1:pos:R:3:forces:R:3
O -2.286 1.300 -0.106 -1.33 0.88 0.56
Rh -0.639 0.528 -0.142 0.21 -0.98 -1.75
C -3.426 0.480 -0.027 -1.05 -1.06 -0.22
C -3.049 -0.875 0.485 -0.03 -0.20 -0.47
H -4.177 0.938 0.647 0.38 0.22 -0.17
H -3.905 0.385 -1.020 0.21 0.19 0.33
H -2.296 -0.967 1.273 -0.29 -0.04 -0.02
H -3.435 -1.781 0.007 0.11 0.39 0.39
C 0.624 -2.336 -0.948 -0.31 0.35 -0.63
C 0.656 -1.056 -0.555 0.46 -0.46 0.73
H -0.230 -2.681 -1.535 0.14 0.00 0.44
H 1.468 -3.025 -0.834 -0.23 0.38 0.01
O 1.913 -0.724 0.092 -0.13 0.14 -0.14
C 1.957 0.424 0.699 1.56 -0.90 0.63
O 1.006 1.200 0.831 0.66 0.96 0.59
O 3.136 0.637 1.232 -0.35 -0.02 -0.36
H 3.150 1.491 1.686 -0.01 0.15 0.10
```
Positions in Å, forces in eV/Å.

Properties
LUMO level (alpha / beta) (eV): -3.20 / -7.30
HOMO level (alpha / beta) (Eh): -0.4679 / -0.5113
2S+1: 6
Electronic energy (eV): -16482.55142
Total charge: +1
HOMO-LUMO gap (alpha / beta) (eV): 9.530 / 6.612

# C6H16S

A 2-piece molecular cluster, C6H16S overall in a non-equilibrium geometry (the ωB97M-V functional and the def2-TZVPD basis, the Open Molecules 2025 dataset).

```
23
Properties=species:S:1:pos:R:3:forces:R:3
C 1.807 0.767 0.499 -0.14 0.30 -0.61
C 2.254 2.210 0.589 3.54 0.57 2.25
C -0.545 1.472 1.776 0.51 2.39 2.26
S 0.844 0.203 1.940 -0.61 1.20 0.16
H 1.068 0.599 -0.237 -0.92 0.50 -1.32
H 2.591 0.116 0.060 -0.06 0.05 1.38
H 2.927 2.593 -0.195 -0.04 -0.83 -0.05
H 2.871 2.400 1.598 -1.01 -0.79 -2.04
H -1.433 1.164 1.249 -0.18 -0.58 0.05
H -0.827 1.981 2.815 0.37 -2.02 -1.66
H -0.271 2.471 1.349 0.50 -1.28 -0.37
H 1.595 3.020 0.670 -1.94 0.50 -0.03
C -1.612 -1.153 -0.950 -0.93 -0.96 -4.33
C -0.788 -1.460 -2.295 0.52 -2.13 0.45
C -1.219 -2.282 -0.070 -6.57 2.29 5.32
H -1.629 -0.081 -0.649 0.52 -1.00 0.12
H -2.645 -1.397 -1.377 0.90 0.77 1.12
H -0.954 -2.664 -2.594 -0.33 3.47 0.26
H -1.105 -1.952 1.022 -0.60 0.11 -1.06
H -2.028 -3.048 0.071 0.87 0.43 -0.67
H 0.279 -1.586 -2.075 0.08 0.57 0.28
H -0.832 -0.701 -3.096 -0.52 -0.75 0.09
H -0.348 -2.674 -0.099 6.03 -2.84 -1.61
```
Positions in Å, forces in eV/Å.

Properties
LUMO level (eV): 0.93
HOMO level (Eh): -0.3186
Electronic energy (eV): -17313.73130
HOMO-LUMO gap (eV): 9.601

Q: The highest electronic energy belongs to which entry?
A: C5H7O4Rh